[1]
The following is a DFT calculation (ωB97M-V with the def2-TZVPD basis set) of a structure of composition C36H32Cl2N7O4S6Ta.

Geometry (Å):
Ta  0.0204  0.0280  -0.0511
N  0.6606  -0.5089  4.4300
C  0.4221  -0.6616  3.1186
S  1.6896  -0.2771  2.0183
N  -0.7286  -1.2117  2.7990
N  -0.9973  -1.3387  1.5001
C  -1.9031  -2.1747  1.1421
C  -2.1978  -2.3729  -0.2545
C  -3.2731  -3.1592  -0.6588
C  -3.5861  -3.2349  -2.0022
C  -2.7834  -2.5691  -2.9169
C  -1.6911  -1.8643  -2.4404
N  -1.4116  -1.7540  -1.1498
H  1.4948  -0.0402  4.7299
H  -0.1015  -0.6470  5.0716
H  -2.4411  -2.7351  1.8983
H  -3.8654  -3.6783  0.0822
H  -4.4428  -3.8064  -2.3326
H  -3.0036  -2.5844  -3.9741
H  -1.0151  -1.3498  -3.1121
C  3.0031  -0.5759  -5.3051
C  1.7734  -1.1325  -4.5954
N  2.0934  -2.1423  -3.5916
C  2.4450  -3.4844  -4.0643
C  3.9370  -3.7782  -3.9208
C  2.1199  -1.8863  -2.2773
S  1.9774  -0.2178  -1.7349
N  2.4157  -2.8420  -1.4377
C  1.9873  -2.8806  -0.1789
O  0.8937  -2.3884  0.1822
C  2.8346  -3.6071  0.7995
C  4.0275  -4.2120  0.4101
C  4.8416  -4.8128  1.3547
C  4.4866  -4.7877  2.6966
C  3.2961  -4.1923  3.0895
C  2.4675  -3.6145  2.1432
H  2.6981  0.2306  -5.9714
H  3.5086  -1.3392  -5.8973
H  3.7028  -0.1719  -4.5734
H  1.0969  -1.5920  -5.3204
H  1.2523  -0.3168  -4.1003
H  2.1555  -3.5469  -5.1131
H  1.8619  -4.2139  -3.5002
H  4.5193  -3.1032  -4.5475
H  4.1580  -4.8050  -4.2104
H  4.2392  -3.6340  -2.8880
H  4.3046  -4.2091  -0.6345
H  5.7613  -5.2951  1.0501
H  5.1358  -5.2371  3.4369
H  3.0215  -4.1731  4.1361
H  1.5328  -3.1565  2.4324
O  -4.6218  4.8038  -2.6185
C  -3.9033  3.9164  -2.2516
S  -4.2701  2.8517  -0.8796
C  -2.8085  1.8918  -0.9792
C  -1.9546  2.1766  -1.9712
S  -0.5226  1.2373  -2.2564
S  -2.3514  3.5253  -3.0152
S  -2.5404  0.6114  0.1504
Cl  0.2116  2.8868  6.5349
C  -1.2090  2.8901  5.5200
C  -2.2368  2.0232  5.8278
C  -3.3667  2.0098  5.0347
C  -3.4474  2.8717  3.9582
C  -2.4111  3.7356  3.6560
Cl  -2.6719  4.7680  2.2885
C  -1.2414  3.7861  4.4399
N  -0.1756  4.6584  4.2868
C  0.2092  5.3950  3.1332
C  -0.0160  6.7685  3.1261
C  0.2773  7.5240  2.0076
C  0.8220  6.9162  0.8890
C  1.1355  5.5696  0.9188
C  0.8611  4.7897  2.0381
C  1.3908  3.3692  2.0772
C  0.6750  2.3144  1.2500
O  -0.3120  1.6802  1.6905
O  1.1611  1.9639  0.1359
H  -2.1564  1.3793  6.6934
H  -4.1845  1.3385  5.2560
H  -4.3306  2.8914  3.3394
H  0.2842  4.8946  5.1494
H  -0.4588  7.2303  3.9994
H  0.0640  8.5847  1.9990
H  1.0327  7.4955  -0.0003
H  1.6026  5.1010  0.0607
H  1.4070  3.0220  3.1100
H  2.4025  3.3764  1.6727

Computed properties:
E_HOMO = -6.9 eV
energy above the lowest of the compared OMol25 structures with the same formula, charge and spin = 2.112 eV
E_LUMO = -1.148 eV
gap between HOMO and LUMO = 5.8 eV

***

[2]
The following is a DFT calculation (ωB97M-V with the def2-TZVPD basis set) of a structure of composition C3HCl4NS.

Geometry (Å):
C  2.2709  1.0934  -1.5661
C  -0.1375  -0.5894  -0.1842
C  -1.1728  -0.4175  -1.2398
N  2.9554  0.1997  -1.2386
S  1.2642  2.2729  -1.9263
Cl  1.2684  -1.5360  -0.5354
Cl  -2.2418  0.9590  -0.7096
Cl  -2.1034  -1.8522  -1.5895
Cl  -0.5800  -0.0357  -2.9740
H  -0.1409  0.0675  0.6672

Computed properties:
E_HOMO (spin up / spin down) = -10.1 / -9.3 eV
E_LUMO (spin up / spin down) = -1.768 / -3.185 eV
gap between HOMO and LUMO (spin up / spin down) = 8.3 / 6.1 eV

***

[3]
The following is a DFT calculation (ωB97M-V with the def2-TZVPD basis set) of a structure of composition C13H31LiNO3.

Geometry (Å):
Li  18.8870  -11.4810  7.2790
C  20.4940  -11.8590  5.4110
C  19.2100  -11.5720  4.5660
O  18.0770  -11.3870  5.4620
H  20.7270  -10.9950  6.0320
H  21.3820  -11.9870  4.7420
H  20.3930  -12.8340  5.8140
H  18.8100  -12.3720  4.0090
H  19.2990  -10.8150  3.9210
H  17.4590  -10.8510  5.0000
C  18.0560  -8.1020  8.9270
C  19.2540  -8.2560  7.8930
O  19.1560  -9.4280  7.1970
H  17.1910  -8.7290  8.6250
H  17.8310  -7.0570  9.1920
H  18.1400  -8.4640  9.9510
H  20.2540  -8.1710  8.3750
H  19.2060  -7.4040  7.2280
H  19.2270  -9.1030  6.3030
C  17.1220  -15.2020  9.1220
C  17.3690  -13.9580  8.2450
C  16.0760  -13.1590  8.0540
C  15.7390  -12.1940  9.1970
C  16.9110  -11.3780  9.5480
C  18.1410  -12.1970  10.0150
N  18.4330  -13.0680  8.8460
O  19.6250  -13.1640  8.3530
C  17.8470  -13.0780  11.2590
C  19.3030  -11.2400  10.2710
C  17.8180  -14.4350  6.8150
H  16.5840  -14.9610  9.9490
H  18.0710  -15.6520  9.4300
H  16.4980  -15.8890  8.5820
H  15.2390  -13.8130  7.8340
H  16.1880  -12.5070  7.2100
H  15.4130  -12.6860  10.0750
H  14.8660  -11.5730  8.8630
H  16.6570  -10.5870  10.2820
H  17.2360  -10.9070  8.6530
H  20.0240  -13.9510  8.6700
H  18.5160  -13.9700  11.3020
H  16.8410  -13.3910  11.4350
H  18.1090  -12.6290  12.2070
H  19.0760  -10.5330  11.0660
H  19.5040  -10.5950  9.4190
H  20.1960  -11.8430  10.6410
H  17.0640  -15.1920  6.4670
H  18.8140  -14.7840  6.7310
H  17.8050  -13.7430  5.9720

Computed properties:
E_HOMO = -11.5 eV
total charge = +1
E_LUMO = -2.643 eV
gap between HOMO and LUMO = 8.8 eV

***

[4]
The following is a DFT calculation (ωB97M-V with the def2-TZVPD basis set) of a cluster of 2 separate species, C4H7NO in total.

Geometry (Å):
N  2.5886  0.6835  0.3340
C  1.6820  -0.1498  0.0781
O  0.5084  0.2804  -0.4550
C  -0.5470  -0.6038  -0.5009
C  -0.9784  -1.3093  0.5391
C  -1.7016  1.8566  -0.8860
H  3.4179  0.1957  0.6646
H  1.7139  -1.2397  0.2002
H  -1.0122  -0.6147  -1.4814
H  -1.8246  -1.9765  0.4177
H  -0.5227  -1.2360  1.5227
H  -0.9544  2.5205  -0.3992
H  -2.3700  1.5932  -0.0340

Computed properties:
E_HOMO (spin up / spin down) = -9.5 / -9.4 eV
energy above the lowest of the compared OMol25 structures with the same formula, charge and spin = 6.702 eV
E_LUMO (spin up / spin down) = -0.700 / -0.703 eV
gap between HOMO and LUMO (spin up / spin down) = 8.8 / 8.7 eV

***

Number 1: strongest force on any atom 1.192 eV/A, total energy -148084.936 eV. Number 2: strongest force on any atom 2.231 eV/A, total energy -65538.280 eV. Number 3: strongest force on any atom 5.932 eV/A, total energy -21813.883 eV. Number 4: strongest force on any atom 0.494 eV/A, total energy -7792.942 eV.